Record 1
67
Properties=species:S:1:pos:R:3:forces:R:3:nbo_charge:R:1 method="wB97M-V/def2-TZVPD" gap_ev=8.10 homo_ev=-7.768 e_above_lowest_kj_mol=49.9 total_charge=0 energy_ev=-52468.2281
C -2.7974 -4.6346 2.3812 0.02 -0.17 -0.20 -0.599
C -2.1646 -5.1293 1.0863 0.10 0.31 0.11 -0.392
C -1.0734 -4.1822 0.5955 -0.08 -0.37 -0.23 -0.400
C -0.4407 -4.6690 -0.7086 0.00 -0.06 0.20 -0.220
N 0.5632 -3.7430 -1.1765 -0.44 0.03 -0.07 -0.635
C 1.8762 -4.0246 -1.1837 -0.01 0.45 -0.35 0.661
O 2.3582 -5.1151 -0.9665 0.32 -0.37 0.15 -0.628
C 2.7350 -2.8112 -1.5427 -0.08 0.12 0.36 -0.609
S 3.0792 -1.7727 -0.0874 0.33 -0.21 -0.02 0.289
C 1.6445 -0.7666 0.0175 -0.27 -0.49 -0.70 0.335
N 0.6764 -0.9813 -0.8065 0.43 0.04 -0.05 -0.564
C -0.4544 -0.2182 -0.7050 -0.20 0.64 0.52 0.134
C -1.5303 -0.4408 -1.5721 -0.02 0.16 0.07 -0.199
C -2.6732 0.3083 -1.4616 0.07 -0.02 -0.05 -0.208
C -2.8069 1.3257 -0.4937 0.52 -0.14 0.20 0.172
N -4.0031 2.0123 -0.3824 -0.44 0.07 0.15 -0.435
C -4.6662 2.5228 -1.5677 -0.33 0.07 -0.02 -0.239
C -6.1657 2.6443 -1.2903 0.21 -0.09 -0.31 -0.073
O -6.4061 3.4931 -0.1938 -0.04 0.15 -0.02 -0.519
C -5.7600 3.0045 0.9569 0.29 -0.02 0.25 -0.071
C -4.2454 2.8747 0.7564 -0.34 -0.01 0.03 -0.247
C -1.7378 1.5413 0.3695 -0.19 0.12 -0.10 -0.237
C -0.5779 0.7771 0.2744 -0.14 -0.40 -0.48 -0.118
C 0.5306 1.0170 1.1897 -0.09 0.00 0.09 0.652
O 0.5347 1.8559 2.0690 -0.03 0.13 0.02 -0.611
N 1.6388 0.1852 0.9927 -0.25 0.01 0.09 -0.433
C 2.7993 0.3919 1.8498 0.30 0.21 0.29 -0.257
C 3.8799 1.1643 1.1393 -0.01 0.07 0.05 -0.098
C 5.1468 0.6262 0.9470 -0.05 0.22 0.03 -0.170
C 6.1223 1.3468 0.2928 0.13 0.19 -0.10 -0.256
C 5.8530 2.6274 -0.1930 -0.02 -0.17 0.08 0.308
O 6.8841 3.2520 -0.8250 -0.02 -0.32 0.15 -0.491
C 6.6815 4.5528 -1.3208 -0.05 0.22 -0.08 -0.252
C 4.5863 3.1695 -0.0039 0.19 0.22 -0.18 -0.322
C 3.6162 2.4387 0.6593 0.03 -0.20 0.08 -0.124
H -2.0487 -4.5587 3.1664 0.05 0.03 0.12 0.202
H -3.2428 -3.6522 2.2377 -0.06 0.11 0.04 0.200
H -3.5741 -5.3192 2.7131 -0.10 -0.01 0.11 0.208
H -1.7349 -6.1202 1.2456 -0.02 -0.07 -0.07 0.198
H -2.9346 -5.2209 0.3169 -0.01 -0.09 -0.05 0.193
H -0.2948 -4.0953 1.3567 0.05 0.07 0.02 0.203
H -1.4983 -3.1865 0.4362 0.01 0.08 0.05 0.192
H 0.0507 -5.6336 -0.5620 -0.12 0.05 -0.06 0.229
H -1.2128 -4.7784 -1.4784 0.03 -0.09 0.07 0.185
H 0.3042 -2.7596 -1.2421 0.26 -0.21 -0.02 0.427
H 2.2617 -2.1787 -2.2909 0.05 -0.03 -0.05 0.253
H 3.7159 -3.1482 -1.8752 -0.08 0.01 0.03 0.257
H -1.4493 -1.2145 -2.3204 0.02 -0.09 -0.09 0.221
H -3.4986 0.0932 -2.1228 -0.09 -0.02 -0.04 0.214
H -4.4995 1.8644 -2.4175 -0.02 0.04 0.01 0.211
H -4.2736 3.5223 -1.8161 -0.01 -0.06 -0.07 0.182
H -6.6809 3.0890 -2.1432 0.04 -0.08 0.01 0.196
H -6.5823 1.6451 -1.0898 0.04 0.07 -0.05 0.165
H -5.9781 3.7144 1.7561 0.04 -0.08 0.01 0.197
H -6.1708 2.0182 1.2229 0.06 0.09 0.01 0.166
H -3.8163 2.4279 1.6530 0.01 0.05 0.00 0.218
H -3.8115 3.8748 0.6031 0.05 -0.03 0.07 0.182
H -1.7559 2.3068 1.1280 -0.06 0.09 0.06 0.237
H 3.1722 -0.5795 2.1835 -0.07 0.10 0.06 0.222
H 2.4341 0.9622 2.7101 0.08 -0.26 -0.13 0.265
H 5.3695 -0.3644 1.3135 0.05 -0.12 0.03 0.215
H 7.1088 0.9389 0.1413 0.13 -0.05 -0.02 0.225
H 7.6285 4.8476 -1.7701 -0.09 0.02 0.02 0.201
H 5.8973 4.5752 -2.0847 0.02 0.00 0.04 0.176
H 6.4284 5.2541 -0.5191 0.00 -0.03 -0.03 0.177
H 4.3432 4.1577 -0.3610 0.02 0.09 -0.04 0.220
H 2.6401 2.8748 0.8128 -0.12 0.06 0.03 0.215

Record 2
14
Properties=species:S:1:pos:R:3:forces:R:3:nbo_charge:R:1 method="wB97M-V/def2-TZVPD" gap_ev=10.44 homo_ev=-9.503 e_above_lowest_kj_mol=380.3 total_charge=0 energy_ev=-8369.3397
C 1.8725 -0.4542 -0.9028 -0.21 1.03 -0.31 -0.617
C 0.4095 0.1276 -0.7685 0.30 -1.86 0.41 0.382
O 0.0505 -0.8148 0.2310 -3.02 -1.56 1.09 -0.554
C -1.1031 -0.4266 1.1734 1.85 0.14 -1.02 -0.138
C -1.4553 0.8991 0.5854 1.59 1.26 -1.23 -0.090
O -0.0153 1.3720 -0.3141 -2.24 -1.32 1.39 -0.553
H 2.2462 0.0170 -1.7988 0.88 0.03 -0.19 0.198
H 1.7921 -1.5482 -1.0739 -0.35 0.82 -0.11 0.230
H 2.5287 -0.3611 -0.0301 -0.27 0.50 -0.20 0.216
H 0.0236 -0.0059 -1.8102 -0.61 -0.41 0.73 0.114
H -2.0100 -1.0934 1.3923 1.45 0.44 -1.30 0.202
H -0.5217 -0.3897 2.0800 -0.24 0.37 0.57 0.198
H -1.3768 1.7952 1.1504 -0.21 0.33 0.98 0.215
H -2.4497 0.8666 0.0975 1.08 0.20 -0.80 0.196

Record 3
29
Properties=species:S:1:pos:R:3:forces:R:3:nbo_charge:R:1 method="wB97M-V/def2-TZVPD" s_squared=1.118 multiplicity=2 gap_ev="7.12 / 7.05" homo_ev="-12.829 / -12.625" total_charge=+1 energy_ev=-45649.6312
Tc 0.5613 -0.0342 -1.1554 -0.03 0.44 0.01 1.610
Cl -4.9666 -4.7083 -1.5365 0.07 0.08 0.04 0.081
C -3.8267 -3.4419 -1.2860 -0.37 0.11 0.01 -0.059
C -4.3008 -2.1220 -1.1260 -0.15 -0.20 -0.02 -0.131
C -3.4451 -1.0686 -0.9453 -0.10 0.16 0.02 -0.119
Cl -4.0499 0.5247 -0.7238 0.07 -0.10 -0.04 0.092
C -2.0585 -1.2895 -0.9510 0.05 0.23 -0.04 0.430
O -1.2611 -0.2411 -0.7958 -0.08 -0.22 0.24 -0.600
C -1.5874 -2.6157 -1.0729 -0.36 -0.17 -0.08 -0.266
C -0.2205 -2.8865 -0.9984 0.53 0.29 0.11 0.432
O 0.6839 -1.9964 -0.9288 0.11 -0.19 -0.32 -0.602
C -2.4955 -3.6991 -1.2330 0.33 0.11 0.07 -0.142
H -5.3668 -1.9353 -1.1416 0.01 -0.02 -0.01 0.266
H 0.1305 -3.9168 -0.9635 -0.01 -0.03 -0.04 0.206
H -2.1217 -4.7111 -1.3192 0.02 0.03 -0.02 0.250
C 0.3233 2.3848 1.0889 0.02 0.03 -0.07 -0.616
C 1.0212 1.1376 1.6205 0.24 0.00 0.08 -0.254
C 2.1323 1.5126 2.6075 -0.05 0.05 0.08 -0.601
C 1.6425 0.2886 0.5232 -0.55 -0.14 0.07 -0.495
H -0.1173 2.9457 1.9134 0.03 0.00 -0.01 0.238
H -0.4890 2.1537 0.3946 -0.01 -0.02 0.02 0.203
H 1.0300 3.0405 0.5743 -0.01 -0.01 0.01 0.219
H 0.2904 0.5194 2.1501 -0.01 -0.05 -0.05 0.213
H 2.8800 2.1436 2.1216 -0.01 -0.01 0.01 0.212
H 2.6361 0.6333 3.0110 -0.02 0.00 -0.02 0.218
H 1.7137 2.0729 3.4444 0.02 0.00 -0.01 0.231
H 1.9800 -0.6926 0.8611 0.13 0.05 0.09 0.234
H 2.4637 0.8056 -0.0078 0.08 0.01 0.03 0.230
F 0.9478 1.5062 -2.0543 0.03 -0.42 -0.14 -0.482

Record 4
11
Properties=species:S:1:pos:R:3:forces:R:3:nbo_charge:R:1 method="wB97M-V/def2-TZVPD" gap_ev=9.34 homo_ev=-8.485 e_above_lowest_kj_mol=173.8 total_charge=0 energy_ev=-16089.1896
O -1.4097 1.6708 -0.4577 -0.30 1.24 -0.30 -0.703
C -0.7146 0.8552 0.3950 1.00 -2.40 0.77 0.067
C -1.2082 -0.5704 0.2510 -1.58 0.00 -1.36 -0.449
C 0.0754 -0.1756 -0.4240 0.29 0.15 3.23 -0.391
S 1.5568 -0.9848 0.1410 0.27 0.04 -0.02 -0.017
H -1.5101 2.4924 0.0020 -0.30 0.91 -0.01 0.479
H -0.3039 1.2285 1.3726 -0.63 -0.28 -1.14 0.195
H -1.2040 -1.2167 1.1352 0.19 0.06 -0.58 0.231
H -2.0904 -0.6995 -0.5019 1.52 0.23 1.83 0.237
H 0.1150 0.1740 -1.3832 -0.29 0.10 -2.61 0.230
H 2.4460 -0.2438 -0.5519 -0.16 -0.04 0.19 0.123